[1]
{
  "formula": "C2",
  "method": "wB97M-V/def2-TZVPD",
  "homo_lumo_gap_ev": 6.862,
  "homo_ha": -0.4261,
  "de_lowest_kj_mol": 0.03,
  "largest_force_ev_per_a": 0.226,
  "symbols": ["C", "C"],
  "positions_angstrom": [[0.000, 0.000, 0.626], [0.000, 0.000, -0.626]]
}


[2]
{
  "formula": "C4H12",
  "method": "wB97M-V/def2-TZVPD",
  "smiles": "CC.CC",
  "homo_lumo_gap_ev": 12.232,
  "homo_ha": -0.4090,
  "de_lowest_kj_mol": 107.12,
  "largest_force_ev_per_a": 3.770,
  "symbols": ["H", "H", "C", "H", "H", "H", "H", "C", "H", "C", "H", "C", "H", "H", "H", "H"],
  "positions_angstrom": [[-1.712, 0.727, 1.342], [1.636, 1.039, 0.898], [-1.763, -1.272, 0.383], [1.828, 0.306, -1.905], [0.785, -0.429, -0.823], [-2.412, -1.749, -0.394], [-3.368, 0.181, 1.014], [1.850, -0.063, -0.908], [2.016, 2.130, -0.612], [-2.320, 0.192, 0.643], [-0.755, -1.187, 0.140], [2.275, 1.135, -0.112], [2.610, -0.962, -0.791], [-2.090, 0.824, -0.249], [3.377, 1.013, 0.146], [-1.958, -1.886, 1.228]]
}


[3]
{
  "formula": "C32H28BN6O3RhS5Sb",
  "method": "wB97M-V/def2-TZVPD",
  "spin_multiplicity": 5,
  "homo_lumo_gap_ev": [2.736, 4.842],
  "charge": -1,
  "homo_ha": [-0.0886, -0.1648],
  "de_lowest_kj_mol": 235.22,
  "largest_force_ev_per_a": 4.343,
  "symbols": ["H", "H", "H", "O", "C", "C", "C", "C", "C", "H", "C", "S", "H", "C", "O", "H", "N", "H", "H", "C", "C", "S", "C", "C", "H", "H", "N", "C", "H", "H", "Sb", "C", "C", "H", "C", "H", "H", "C", "H", "C", "N", "B", "C", "N", "Rh", "H", "H", "C", "C", "C", "H", "H", "H", "C", "C", "S", "H", "C", "C", "H", "H", "H", "S", "H", "O", "C", "C", "C", "H", "C", "C", "N", "N", "C", "S", "C", "H"],
  "positions_angstrom": [[-15.655, -13.261, -9.929], [-18.606, -10.125, -7.216], [-7.028, -9.080, -14.674], [-14.324, -3.550, -10.709], [-20.163, -4.942, -15.063], [-17.105, -4.739, -9.676], [-7.150, -12.376, -12.649], [-20.531, -4.319, -13.884], [-16.198, -2.721, -7.946], [-6.479, -11.192, -15.765], [-18.901, -7.698, -9.676], [-14.649, -3.692, -12.091], [-18.719, -6.232, -16.012], [-19.003, -9.267, -7.818], [-13.711, -4.367, -12.956], [-15.944, -6.018, -8.504], [-19.150, -10.449, -13.057], [-7.941, -8.990, -12.332], [-17.111, -6.285, -14.154], [-8.052, -13.187, -10.876], [-17.047, -2.445, -9.028], [-18.599, -9.317, -14.036], [-20.264, -7.593, -9.583], [-15.853, -4.023, -7.689], [-6.349, -13.209, -14.514], [-15.212, -4.378, -6.859], [-15.642, -11.709, -12.807], [-20.975, -8.227, -8.570], [-22.035, -8.135, -8.399], [-14.570, -8.184, -17.204], [-17.795, -6.355, -11.002], [-16.277, -4.983, -8.605], [-18.139, -5.861, -14.045], [-20.850, -6.869, -10.194], [-6.787, -11.179, -14.687], [-14.599, -7.243, -14.614], [-14.895, -12.422, -14.700], [-14.903, -8.699, -16.319], [-8.542, -13.998, -10.291], [-18.951, -5.639, -15.141], [-16.125, -10.728, -11.979], [-15.812, -11.647, -14.324], [-6.713, -12.329, -13.988], [-15.647, -10.267, -14.917], [-16.533, -8.764, -12.452], [-16.395, -10.522, -9.892], [-18.082, -3.040, -10.760], [-19.799, -4.685, -12.707], [-7.145, -9.932, -14.053], [-15.475, -12.850, -12.071], [-20.773, -4.967, -15.904], [-15.914, -1.857, -7.315], [-21.429, -3.706, -13.896], [-15.793, -12.601, -10.748], [-19.544, -11.270, -12.289], [-8.321, -11.509, -10.499], [-17.369, -1.399, -9.190], [-7.587, -11.141, -12.032], [-17.447, -3.425, -9.930], [-15.571, -10.654, -17.046], [-20.192, -4.437, -11.724], [-15.152, -13.791, -12.585], [-19.848, -12.283, -11.090], [-16.847, -12.196, -14.719], [-16.015, -3.654, -12.546], [-15.013, -8.165, -15.028], [-15.396, -9.996, -16.208], [-16.178, -11.218, -10.703], [-20.861, -9.340, -6.734], [-7.532, -9.923, -12.763], [-18.245, -8.553, -8.810], [-7.357, -13.524, -11.933], [-15.354, -9.197, -14.160], [-20.324, -8.936, -7.592], [-15.574, -7.229, -10.947], [-18.638, -5.425, -12.823], [-17.139, -8.738, -8.842]]
}


[4]
{
  "formula": "C23H21Br12NO4",
  "method": "wB97M-V/def2-TZVPD",
  "homo_lumo_gap_ev": 9.161,
  "homo_ha": -0.3598,
  "de_lowest_kj_mol": 0.00,
  "largest_force_ev_per_a": 2.249,
  "symbols": ["Br", "H", "O", "H", "C", "O", "C", "Br", "C", "C", "H", "H", "H", "C", "C", "C", "H", "C", "C", "C", "Br", "H", "C", "O", "H", "H", "C", "H", "H", "Br", "Br", "N", "H", "H", "H", "C", "C", "H", "Br", "C", "H", "C", "H", "H", "C", "H", "H", "C", "C", "Br", "C", "H", "C", "Br", "Br", "Br", "O", "C", "C", "Br", "Br"],
  "positions_angstrom": [[1.984, -1.749, -3.616], [-2.046, 2.590, 4.283], [2.577, -0.253, 6.503], [-2.104, -1.820, 3.980], [-1.009, 2.383, 1.182], [4.070, -0.676, 0.065], [0.607, 1.688, 3.011], [-5.876, -3.156, -6.487], [1.244, 1.177, 0.798], [-0.842, 3.155, -0.131], [-1.062, 2.509, -0.962], [-0.770, 3.860, 2.761], [-1.522, 3.994, -0.192], [1.302, 0.963, -0.681], [1.779, 1.118, 3.480], [0.296, 1.754, 1.649], [-1.750, 1.593, 1.091], [3.620, -4.529, -6.185], [-0.484, -3.214, 3.899], [-1.053, -1.972, 4.169], [-3.373, 2.825, -2.735], [-2.840, 1.689, 2.977], [1.084, -1.163, 4.920], [0.432, 0.753, -1.476], [3.665, 0.183, 2.994], [2.696, -2.570, 4.872], [0.339, -0.771, -3.455], [3.323, -3.837, -6.959], [0.483, 0.004, -2.716], [-2.815, -3.648, -5.781], [-4.299, -1.042, -4.713], [2.684, 0.864, -0.983], [-1.101, -4.007, 3.507], [1.305, -4.388, 3.911], [-2.151, 4.097, 1.756], [2.436, 0.643, 1.286], [0.870, -3.429, 4.136], [-0.065, 2.088, 3.749], [-3.936, 2.854, -5.876], [-4.177, -2.335, -6.132], [-0.708, 0.020, 4.878], [-0.270, -0.943, 4.670], [-3.386, 3.282, 3.458], [-2.174, 1.726, -4.572], [-2.611, 2.710, -4.493], [0.185, 3.487, -0.257], [2.879, 0.429, -1.878], [-2.504, 2.669, 3.302], [3.239, 0.173, 0.128], [4.637, -5.926, -7.025], [1.651, -2.408, 4.660], [-3.885, -1.803, -7.025], [1.951, -0.109, 5.506], [-0.125, 0.095, -5.113], [4.706, -3.546, -4.934], [-1.105, -1.875, -2.848], [2.008, 1.090, 4.853], [2.743, 0.606, 2.629], [-1.581, 3.332, 2.269], [-1.192, 3.986, -4.729], [2.023, -5.223, -5.378]]
}